{
  "formula": "C25H48N6O6PSSbSe4Ti",
  "method": "the ωB97M-V functional and the def2-TZVPD basis",
  "total_charge": -2,
  "spin_multiplicity": 3,
  "lumo_ev": [3.98, 3.82],
  "symbols": ["Ti", "N", "N", "C", "O", "O", "H", "H", "H", "C", "C", "C", "C", "C", "C", "C", "C", "C", "C", "H", "H", "H", "H", "H", "H", "H", "H", "H", "H", "H", "H", "C", "N", "C", "N", "C", "N", "C", "N", "C", "C", "H", "H", "H", "H", "H", "H", "H", "H", "H", "H", "H", "H", "Se", "Sb", "Se", "Se", "Se", "C", "C", "O", "P", "O", "C", "C", "O", "C", "C", "H", "H", "H", "H", "H", "H", "H", "H", "H", "H", "H", "H", "H", "H", "H", "C", "S", "C", "O", "H", "H", "H", "H", "H", "H"],
  "xyz": [[0.45755, 0.77561, 0.17100], [1.84269, -2.19175, -1.22659], [1.93226, -2.73991, 0.05305], [1.85749, -1.96721, 1.17855], [2.11575, -2.48222, 2.26937], [1.52826, -0.70770, 1.06499], [1.45461, -2.88584, -1.83972], [2.74280, -1.91718, -1.61509], [2.58762, -3.49064, 0.18840], [2.10929, 4.04713, 2.84212], [2.20492, 2.66602, 2.17384], [2.33474, 1.62663, 3.26909], [0.98967, 2.39881, 1.30418], [3.38085, 2.60046, 1.18721], [4.11814, 1.43422, 1.01734], [5.03275, 1.30948, -0.02465], [5.23363, 2.35255, -0.91691], [4.53212, 3.53617, -0.73797], [3.62035, 3.65564, 0.30185], [1.25967, 4.06513, 3.52975], [1.95929, 4.84204, 2.11474], [3.01950, 4.26696, 3.41054], [1.51892, 1.75579, 3.98244], [3.28222, 1.75916, 3.80283], [2.27897, 0.60911, 2.88189], [0.52492, 3.32276, 0.94886], [3.93601, 0.58042, 1.66002], [5.54893, 0.36811, -0.17498], [5.87601, 2.23179, -1.77977], [4.65185, 4.33332, -1.46128], [3.04282, 4.56637, 0.38229], [-1.61756, -3.00308, -1.71128], [-1.39240, -1.58378, -1.94968], [-0.75224, -1.41827, -3.26270], [-1.57212, -2.00684, -4.33320], [-1.77661, -3.41462, -4.03951], [-2.44350, -3.63806, -2.75261], [-3.72169, -2.92171, -2.78117], [-3.57204, -1.49111, -3.03877], [-2.69475, -0.92551, -1.99389], [-2.86950, -1.34113, -4.32105], [-2.11833, -3.12299, -0.75286], [-0.65741, -3.52123, -1.66640], [0.22779, -1.89000, -3.26757], [-0.60564, -0.35972, -3.47242], [-0.80474, -3.91604, -4.02313], [-2.38854, -3.86078, -4.83091], [-4.21757, -3.05330, -1.81467], [-4.35281, -3.35841, -3.56287], [-3.17751, -1.03551, -1.01853], [-2.54204, 0.13556, -2.19267], [-2.71601, -0.27817, -4.51754], [-3.49566, -1.76441, -5.11441], [4.56231, -0.57021, -3.43968], [3.13441, 1.17824, -4.27636], [1.39199, 0.67093, -5.82025], [3.99067, 3.42169, -4.26591], [1.72809, 1.50206, -1.78682], [-0.00856, -1.84799, 5.33501], [0.04082, -0.88354, 4.17230], [-1.27657, -0.78583, 3.58293], [-1.34907, -0.73509, 1.95224], [-2.95879, -0.53729, 1.84025], [-3.47507, 0.78748, 1.63704], [-4.73004, 0.92799, 2.47130], [-1.26184, -2.29459, 1.57285], [-1.79192, -3.37839, 2.32605], [-0.70827, -4.41745, 2.46235], [0.96981, -1.88896, 5.81506], [-0.26078, -2.85370, 4.99631], [-0.75249, -1.53393, 6.07125], [0.77967, -1.21838, 3.44695], [0.32898, 0.10505, 4.52348], [-3.66451, 0.92917, 0.57392], [-2.72476, 1.53007, 1.91513], [-5.46444, 0.17312, 2.18665], [-5.16976, 1.91652, 2.31732], [-4.50345, 0.80362, 3.53044], [-2.65068, -3.76849, 1.77684], [-2.14692, -3.01585, 3.29634], [-0.39142, -4.76956, 1.47769], [-1.09494, -5.26145, 3.04061], [0.17653, -4.00354, 2.94749], [-1.88073, 3.75396, -1.24844], [-0.71553, 2.78238, -2.22335], [0.25645, 4.14212, -2.95610], [-1.15058, 1.20771, -0.29559], [-2.38501, 4.45389, -1.91463], [-1.39004, 4.29828, -0.43754], [-2.57589, 3.03696, -0.81996], [-0.35263, 5.01888, -3.17404], [0.70009, 3.77168, -3.88327], [1.06114, 4.40035, -2.26544]],
  "atomic_forces_ev_per_a": [[-2.723, -0.141, 0.071], [0.099, 0.350, -0.077], [0.221, -0.395, -0.360], [-0.227, 1.508, 0.790], [0.171, -0.320, -0.019], [-0.183, -0.649, -0.712], [-0.258, -0.149, -0.147], [0.086, 0.197, 0.112], [0.043, -0.264, 0.055], [0.107, -0.057, 0.057], [-0.063, 0.314, -0.346], [0.126, -0.225, 0.285], [0.092, 0.038, 0.037], [-0.054, 0.206, -0.105], [0.109, -0.196, -0.032], [-0.020, 0.039, 0.011], [-0.011, -0.043, 0.096], [-0.043, 0.017, 0.180], [0.132, -0.028, -0.006], [-0.009, -0.026, -0.007], [-0.002, 0.043, -0.042], [-0.037, 0.004, -0.011], [0.000, 0.031, 0.017], [-0.017, -0.057, 0.027], [0.009, 0.080, 0.039], [-0.086, 0.088, 0.080], [0.041, 0.057, -0.075], [-0.024, 0.030, 0.003], [-0.004, -0.034, 0.030], [-0.039, -0.008, 0.079], [-0.043, 0.049, -0.008], [0.141, -0.007, 0.010], [0.012, -0.118, -0.139], [-0.096, 0.045, 0.016], [-0.004, 0.068, -0.056], [0.013, -0.100, -0.069], [-0.047, 0.018, 0.058], [-0.073, -0.016, 0.003], [0.070, 0.002, -0.013], [0.016, 0.137, 0.064], [-0.076, 0.053, -0.072], [-0.015, -0.003, 0.151], [0.037, 0.002, 0.021], [0.038, -0.021, 0.028], [0.032, 0.071, 0.056], [-0.020, -0.004, -0.002], [0.014, -0.003, 0.001], [0.009, -0.011, -0.016], [0.009, 0.004, 0.010], [-0.009, 0.008, -0.013], [0.017, 0.008, 0.071], [-0.012, -0.006, 0.000], [0.013, 0.012, 0.010], [0.031, -0.139, -0.014], [-0.001, 0.173, 0.276], [-0.131, -0.078, -0.096], [0.082, 0.008, -0.280], [0.287, -0.082, -0.263], [-0.111, -0.042, 0.000], [-0.172, 0.007, 0.136], [0.095, 0.024, 0.362], [0.045, 0.085, -0.009], [-0.118, 0.100, -0.116], [0.079, -0.098, 0.162], [0.004, 0.094, -0.074], [0.229, -0.009, -0.301], [-0.089, 0.215, 0.004], [-0.002, -0.221, 0.059], [0.031, -0.003, 0.022], [0.003, -0.010, -0.008], [0.018, -0.003, 0.001], [0.015, -0.019, -0.110], [-0.049, 0.078, -0.011], [-0.038, -0.049, -0.055], [0.022, 0.033, 0.023], [-0.004, -0.005, -0.012], [-0.020, -0.013, 0.020], [0.022, 0.001, 0.012], [-0.087, -0.071, -0.005], [0.074, -0.089, -0.047], [-0.069, 0.010, 0.048], [0.106, -0.070, -0.007], [-0.043, 0.024, 0.021], [0.226, 0.017, 0.158], [0.283, 0.772, -0.985], [-0.223, -0.165, -0.029], [2.224, -1.207, 1.010], [-0.081, 0.044, 0.025], [0.021, -0.038, -0.046], [-0.011, 0.059, -0.011], [-0.117, 0.011, -0.033], [0.033, 0.004, 0.127], [-0.025, 0.053, -0.095]]
}